Record 1
{"formula": "C5H4OS", "method": "ωB97M-V/def2-TZVPD", "symbols": ["C", "C", "C", "C", "C", "O", "S", "H", "H", "H", "H"], "coordinates": [[2.065, -0.577, 0.209], [0.707, -0.411, 0.110], [-0.026, 0.830, -0.153], [-1.329, 0.801, -0.284], [-1.702, -0.515, -0.003], [-2.930, -0.752, 0.364], [-0.448, -1.774, -0.265], [2.582, 0.494, 0.370], [2.674, -1.420, 0.242], [0.460, 1.821, -0.219], [-2.053, 1.503, -0.373]], "mulliken_charge": [-0.669, 0.327, -0.268, -0.539, 0.572, -0.589, -0.141, 0.134, 0.369, 0.292, 0.512], "mol_weight_da": 112.2, "homo_lumo_gap_ha": 0.3194, "smiles": "C=C1C=CC(=O)S1", "fmax_ev_per_a": 9.1, "de_lowest_kcal_mol": 41.22, "e_homo_ev": -9.3, "energy_ev": -18130.16468}

Record 2
{"formula": "C5H8N2O", "method": "ωB97M-V/def2-TZVPD", "symbols": ["H", "N", "C", "N", "C", "C", "O", "C", "C", "H", "H", "H", "H", "H", "H", "H"], "coordinates": [[-1.695, 0.042, -1.645], [-1.315, 0.986, -1.526], [-0.466, 1.136, -0.618], [-0.360, 0.209, 0.894], [-1.268, -0.046, 2.062], [0.011, -0.832, 0.136], [-0.588, -1.887, -0.067], [1.050, -0.378, -0.986], [2.344, -0.016, -1.082], [0.123, 2.025, -0.416], [-2.007, 0.747, 2.232], [-0.699, -0.110, 3.004], [-1.839, -0.986, 2.001], [0.912, -1.202, -1.689], [2.780, 0.793, -0.500], [3.018, -0.481, -1.802]], "mulliken_charge": [0.306, -0.556, 0.005, -0.117, -0.815, 0.469, -0.579, -0.063, -0.702, 0.404, 0.312, 0.267, 0.314, 0.233, 0.266, 0.257], "mol_weight_da": 112.1, "homo_lumo_gap_ha": 0.3429, "smiles": "[H]/N=C\\N(C)C(=O)C=C", "fmax_ev_per_a": 4.1, "de_lowest_kcal_mol": 112.81, "e_homo_ev": -9.6, "energy_ev": -10337.83429}

Record 3
{"formula": "C54H43CrN2O4P2S", "method": "ωB97M-V/def2-TZVPD", "symbols": ["Cr", "O", "C", "C", "C", "C", "C", "C", "P", "C", "C", "C", "C", "C", "C", "C", "C", "C", "C", "C", "C", "C", "C", "C", "C", "C", "C", "P", "C", "C", "C", "C", "C", "C", "C", "C", "C", "C", "C", "C", "H", "H", "H", "H", "H", "H", "H", "H", "H", "H", "H", "H", "H", "H", "H", "H", "H", "H", "H", "H", "H", "H", "H", "H", "H", "H", "H", "H", "O", "N", "N", "O", "C", "C", "C", "C", "C", "C", "H", "H", "H", "H", "H", "O", "S", "C", "C", "C", "C", "C", "C", "C", "C", "C", "C", "C", "C", "H", "H", "H", "H", "H", "H", "H", "H", "H", "H"], "coordinates": [[0.517, -0.268, -0.324], [-2.123, 0.697, -2.304], [-1.742, 1.439, -3.393], [-2.568, 1.649, -4.486], [-2.132, 2.478, -5.506], [-0.882, 3.086, -5.436], [-0.038, 2.794, -4.379], [-0.453, 1.944, -3.353], [0.713, 1.480, -2.029], [1.000, 3.119, -1.275], [-0.063, 3.640, -0.530], [0.043, 4.884, 0.066], [1.214, 5.622, -0.077], [2.269, 5.114, -0.816], [2.165, 3.861, -1.416], [2.235, 1.041, -2.927], [3.414, 0.934, -2.183], [4.562, 0.416, -2.754], [4.539, -0.030, -4.071], [3.369, 0.053, -4.809], [2.216, 0.582, -4.239], [-3.259, 0.958, -1.585], [-4.234, 1.879, -1.925], [-5.341, 2.015, -1.097], [-5.472, 1.247, 0.047], [-4.462, 0.360, 0.400], [-3.334, 0.219, -0.401], [-1.897, -0.859, -0.026], [-2.263, -1.465, 1.654], [-2.163, -2.814, 1.979], [-2.342, -3.229, 3.291], [-2.620, -2.306, 4.288], [-2.708, -0.955, 3.976], [-2.521, -0.538, 2.666], [-2.270, -2.312, -1.081], [-1.369, -2.819, -2.009], [-1.709, -3.928, -2.778], [-2.949, -4.525, -2.630], [-3.863, -4.010, -1.716], [-3.527, -2.910, -0.948], [-3.534, 1.163, -4.539], [-2.776, 2.657, -6.357], [-0.564, 3.771, -6.210], [0.951, 3.236, -4.337], [-0.974, 3.060, -0.413], [-0.782, 5.278, 0.647], [1.296, 6.600, 0.381], [3.175, 5.693, -0.940], [2.995, 3.470, -1.991], [3.420, 1.230, -1.139], [5.470, 0.337, -2.170], [5.430, -0.458, -4.513], [3.345, -0.309, -5.829], [1.302, 0.614, -4.818], [-4.143, 2.497, -2.805], [-6.108, 2.732, -1.359], [-6.347, 1.347, 0.676], [-4.554, -0.219, 1.308], [-1.938, -3.542, 1.213], [-2.259, -4.281, 3.534], [-2.772, -2.637, 5.309], [-2.922, -0.229, 4.752], [-2.580, 0.519, 2.425], [-0.401, -2.359, -2.135], [-0.999, -4.322, -3.494], [-3.210, -5.388, -3.229], [-4.838, -4.465, -1.605], [-4.244, -2.512, -0.239], [0.740, -1.381, 1.348], [0.765, -2.762, 1.410], [1.484, -3.275, 0.578], [1.310, -1.204, -1.265], [1.501, -4.720, 0.625], [1.876, -5.359, -0.540], [1.982, -6.745, -0.563], [1.704, -7.482, 0.578], [1.316, -6.832, 1.744], [1.219, -5.449, 1.771], [2.079, -4.756, -1.419], [2.288, -7.247, -1.472], [1.791, -8.561, 0.562], [1.095, -7.404, 2.636], [0.930, -4.920, 2.671], [0.663, 1.169, 1.079], [0.597, 0.960, 2.619], [0.591, 2.625, 3.206], [-0.438, 2.975, 4.068], [-0.533, 4.289, 4.512], [0.402, 5.224, 4.097], [1.427, 4.861, 3.223], [1.523, 3.559, 2.767], [2.221, 0.445, 3.095], [3.312, 0.651, 2.266], [4.546, 0.156, 2.656], [4.672, -0.545, 3.849], [3.565, -0.754, 4.661], [2.325, -0.257, 4.284], [-1.153, 2.226, 4.394], [-1.339, 4.579, 5.175], [0.339, 6.244, 4.455], [2.151, 5.597, 2.897], [2.308, 3.273, 2.077], [3.193, 1.168, 1.322], [5.410, 0.308, 2.021], [5.636, -0.940, 4.142], [3.661, -1.318, 5.580], [1.448, -0.427, 4.900]], "mulliken_charge": [0.769, 0.308, -0.855, -0.541, -0.614, -0.912, 0.138, -0.036, 1.867, 0.774, -0.665, -0.583, -0.776, -0.881, -0.420, 0.485, -0.552, -0.952, -0.635, -0.874, -0.735, 0.323, -1.159, -0.899, -1.013, -0.307, 0.451, 2.908, 1.094, -0.916, -0.783, -0.873, -1.262, -0.619, 0.184, -0.352, -0.906, -0.600, -0.888, -0.396, 0.681, 0.445, 0.453, 0.516, 0.310, 0.505, 0.474, 0.451, 0.488, 0.224, 0.458, 0.409, 0.442, 0.437, 0.652, 0.420, 0.479, 0.569, 0.384, 0.493, 0.436, 0.458, 1.011, 0.308, 0.464, 0.414, 0.441, 0.433, -0.212, -0.133, -0.129, -0.492, 0.071, -0.185, -0.602, -0.410, -0.661, -0.292, 0.444, 0.379, 0.388, 0.381, 0.390, 0.467, 0.383, 0.642, -0.482, -0.732, -0.697, -0.706, -0.100, 0.567, 0.051, -1.017, -0.507, -0.780, -0.447, 0.466, 0.444, 0.409, 0.530, 0.191, 0.044, 0.446, 0.424, 0.444, 0.468], "charge": 1, "mol_weight_da": 930.0, "homo_lumo_gap_ha": [0.2845, 0.2927], "fmax_ev_per_a": 2.2, "e_homo_ev": [-10.5, -10.5], "energy_ev": -125693.05725}

Record 4
{"formula": "C34H46CsO6P2", "method": "ωB97M-V/def2-TZVPD", "symbols": ["Cs", "C", "C", "C", "C", "C", "C", "H", "H", "H", "H", "H", "H", "C", "C", "C", "O", "P", "O", "C", "P", "O", "O", "C", "C", "C", "O", "C", "C", "C", "O", "C", "C", "C", "H", "H", "H", "H", "H", "H", "H", "H", "H", "H", "H", "H", "H", "H", "H", "H", "H", "H", "H", "H", "H", "H", "H", "H", "H", "H", "H", "H", "H", "H", "C", "C", "C", "C", "C", "C", "C", "C", "C", "C", "C", "C", "C", "C", "C", "H", "H", "H", "H", "H", "H", "H", "H", "H", "H"], "coordinates": [[0.583, 2.962, 0.074], [-0.811, 6.293, 2.521], [-1.971, 5.728, 2.010], [-2.635, 4.741, 2.727], [-2.139, 4.328, 3.956], [-0.977, 4.893, 4.465], [-0.308, 5.875, 3.745], [-0.292, 7.052, 1.949], [-2.337, 6.036, 1.039], [-3.532, 4.291, 2.319], [-2.656, 3.558, 4.515], [-0.588, 4.563, 5.421], [0.604, 6.309, 4.136], [-0.236, -3.332, -1.949], [-0.063, -2.168, -2.908], [0.976, -2.419, -3.978], [0.268, -0.936, -2.223], [1.159, -0.561, -0.998], [1.524, 0.861, -0.992], [0.269, -0.994, 0.500], [1.177, -0.623, 1.996], [1.795, 0.712, 2.024], [2.291, -1.754, 2.184], [2.089, -3.048, 2.785], [3.471, -3.631, 2.999], [1.220, -3.940, 1.918], [0.111, -0.927, 3.134], [0.042, -0.230, 4.408], [1.392, -0.196, 5.105], [-0.560, 1.146, 4.209], [2.425, -1.548, -1.028], [3.765, -0.994, -1.131], [4.051, -0.583, -2.563], [4.700, -2.069, -0.623], [-0.405, -4.245, -2.522], [-1.099, -3.165, -1.304], [0.663, -3.480, -1.349], [-1.025, -1.926, -3.360], [1.935, -2.685, -3.530], [1.101, -1.530, -4.595], [0.652, -3.241, -4.620], [-0.028, -2.040, 0.483], [-0.648, -0.385, 0.479], [1.605, -2.893, 3.751], [3.930, -3.889, 2.043], [3.408, -4.536, 3.605], [4.110, -2.910, 3.508], [1.616, -3.971, 0.901], [0.186, -3.596, 1.892], [1.222, -4.955, 2.321], [-0.646, -0.853, 4.981], [2.131, 0.313, 4.487], [1.744, -1.203, 5.336], [1.297, 0.352, 6.044], [0.127, 1.792, 3.662], [-0.768, 1.603, 5.178], [-1.494, 1.073, 3.653], [3.805, -0.120, -0.479], [4.125, -1.461, -3.209], [4.998, -0.042, -2.611], [3.268, 0.075, -2.937], [4.562, -2.985, -1.202], [4.501, -2.274, 0.428], [5.737, -1.747, -0.730], [-1.039, 3.866, -2.101], [-1.636, 2.878, -2.562], [-2.206, 1.560, -2.774], [-2.530, 0.824, -1.604], [-2.597, 1.477, -0.316], [-2.932, 0.818, 0.850], [-3.180, -0.560, 0.885], [-3.085, -1.234, -0.338], [-2.781, -0.590, -1.523], [-2.395, 1.091, -4.129], [-3.291, 0.070, -4.523], [-3.433, -0.313, -5.850], [-2.704, 0.298, -6.861], [-1.840, 1.335, -6.504], [-1.695, 1.724, -5.188], [-2.440, 2.548, -0.315], [-3.019, 1.402, 1.764], [-3.461, -1.066, 1.799], [-3.259, -2.307, -0.372], [-2.702, -1.191, -2.417], [-3.929, -0.398, -3.785], [-4.145, -1.095, -6.095], [-2.816, -0.007, -7.895], [-1.271, 1.851, -7.271], [-1.035, 2.543, -4.928]], "mulliken_charge": [1.231, -0.405, -0.495, -0.156, -0.306, -0.317, -0.449, 0.377, 0.318, 0.366, 0.364, 0.356, 0.371, -0.881, 1.163, -1.635, -0.146, 0.599, -1.136, 2.031, 0.398, -0.850, -0.158, 1.074, -1.652, -1.223, -0.370, 0.448, -1.430, -1.101, -0.053, 0.606, -1.543, -1.093, 0.578, -0.016, 0.049, 0.041, 0.215, 0.342, 0.507, 0.112, -1.636, 0.045, 0.331, 0.430, 0.380, 0.077, 0.221, 0.538, 0.345, 0.282, 0.344, 0.500, 0.279, 0.584, 0.053, 0.335, 0.310, 0.452, 0.354, 0.288, -0.037, 0.414, -1.793, 0.047, 0.222, 0.420, -1.520, -0.569, -0.821, -1.423, 0.630, 0.805, -0.114, -0.691, -0.487, -0.514, -0.894, 1.351, 0.378, 0.377, 0.373, 0.320, 0.474, 0.357, 0.377, 0.339, 0.332], "charge": -1, "mol_weight_da": 745.6, "homo_lumo_gap_ha": 0.1199, "fmax_ev_per_a": 1.6, "de_lowest_kcal_mol": 8.01, "e_homo_ev": -1.4, "energy_ev": -67418.96343}